Entry from OMol25: H12KO6 as an isolated structure at a distorted geometry (ωB97M-V with the def2-TZVPD basis set).

```
19
Properties=species:S:1:pos:R:3:forces:R:3
K 0.316142 0.412410 -0.088047 0.2 0.7 -0.1
O -0.568992 2.528364 -1.748019 0.3 -0.6 0.4
H -1.039303 2.891296 -2.498572 -0.3 0.1 -0.3
H 0.140188 3.150385 -1.585568 0.2 0.4 -0.1
O -1.899559 -0.298994 1.707331 0.7 0.2 -0.6
H -2.678568 -0.767775 1.407969 -0.7 0.0 0.0
H -1.521076 -0.866667 2.378703 0.0 -0.1 0.6
O 0.417256 1.820295 2.430391 0.0 -0.6 -0.6
H 0.545111 1.812940 3.378985 0.2 0.0 0.6
H -0.054814 2.634977 2.258156 -0.3 0.6 -0.1
O 1.396769 -2.222092 1.040178 0.9 0.7 0.3
H 1.077367 -2.802974 1.730679 0.1 -0.8 1.0
H 0.748005 -2.301227 0.340844 -0.8 -0.2 -1.4
O -0.683467 -1.998184 -0.681329 0.4 -0.1 0.5
H -1.273297 -1.565594 -1.298727 -0.3 0.1 -0.6
H -1.205805 -2.707853 -0.307477 -0.4 -0.5 0.0
O 2.036403 0.149993 -2.439765 -0.4 0.0 0.7
H 1.590176 0.578657 -3.170071 -0.1 0.3 -0.4
H 2.657464 -0.447957 -2.855662 0.4 -0.3 -0.1
```
Positions in Å, forces in eV/Å.

The charge is +2. The calculation puts the gap between HOMO and LUMO (spin up / spin down) at 11.63 / 3.08 eV. As for the multiplicity: 2. As for the expectation value of S²: 0.76. As for the energy above the lowest of the compared OMol25 structures with the same formula, charge and spin: 0.0 kcal per mole. Its total energy is -1057.86719 hartree. Its HOMO energy (spin up / spin down) is -18.67 / -18.42 eV.


Entry from OMol25: the molecule C5H10O (ωB97M-V with the def2-TZVPD basis set).

```
16
Properties=species:S:1:pos:R:3:forces:R:3
C 0.008170 0.066513 1.346769 0.1 0.0 0.0
C 0.954273 0.778242 0.368034 0.0 0.0 0.0
C 1.242360 0.028959 -0.927393 0.2 0.0 0.1
O 0.078978 0.095839 -1.786256 -0.4 -0.4 0.1
C -0.641887 -0.990896 -1.848019 0.3 0.4 -0.5
C -1.361251 -0.265518 0.760002 -0.1 0.3 0.4
H -0.095251 0.691911 2.242411 0.0 -0.1 -0.1
H 0.473960 -0.870668 1.676002 0.0 0.1 0.0
H 0.554956 1.768429 0.109467 0.1 -0.1 0.0
H 1.917733 0.949706 0.864841 -0.1 0.0 -0.1
H 1.472435 -1.027589 -0.752653 -0.1 0.1 -0.1
H 2.052565 0.503262 -1.487058 -0.1 0.0 0.1
H -1.222812 -1.018398 -0.014323 -0.3 -0.1 0.1
H -1.554419 -0.643333 -2.396188 0.2 -0.1 0.0
H -2.036948 -0.695024 1.502242 0.1 0.1 0.1
H -1.842863 0.628565 0.342123 0.1 -0.2 0.0
```
Positions in Å, forces in eV/Å.

The calculation puts the gap between HOMO and LUMO at 9.37 eV. As for the multiplicity: 1. As for the energy above the lowest of the compared OMol25 structures with the same formula, charge and spin: 77.3 kcal per mole. Its total energy is -271.62941 hartree. Its HOMO energy is -8.45 eV.


Entry from OMol25: C13H16N6O4 as an isolated structure at a distorted geometry (ωB97M-V with the def2-TZVPD basis set).

```
39
Properties=species:S:1:pos:R:3:forces:R:3
C 2.014401 -0.167128 1.098592 0.3 0.1 0.1
C 1.800775 -1.482800 0.365162 -0.5 -0.1 -0.1
C 3.047231 -1.885343 -0.395602 0.4 0.1 -0.2
C 1.473637 -2.609968 1.341600 -0.1 -0.1 0.2
N 0.702024 -1.318507 -0.633917 0.3 -2.2 -1.3
C -0.320378 -0.474471 -0.586562 6.2 -2.0 0.0
N -0.985626 -0.516361 -1.718718 -0.5 -0.6 -1.1
C -2.013758 0.304388 -2.349512 -0.3 0.2 0.0
C -0.478843 -1.581253 -2.460331 0.1 -0.4 -0.2
C 0.560808 -2.089374 -1.784420 0.6 -0.3 -0.2
H 1.130618 0.109334 1.691704 0.3 0.0 -0.1
H 2.867644 -0.308938 1.785166 -0.4 0.1 -0.2
H 2.270669 0.642666 0.398499 -0.2 -0.2 0.2
H 2.932179 -2.884944 -0.828001 0.1 0.2 0.0
H 3.280382 -1.160388 -1.183877 0.0 -0.2 0.1
H 3.888173 -1.925125 0.304608 -0.1 0.0 -0.1
H 1.433897 -3.568317 0.804509 -0.1 0.2 0.2
H 2.284206 -2.673655 2.080224 -0.2 0.0 -0.1
H 0.524735 -2.430010 1.857796 0.2 -0.1 -0.1
H -1.970075 1.325900 -1.967948 -0.2 -0.3 -0.2
H -1.823507 0.287224 -3.435135 0.1 0.1 0.5
H -2.999002 -0.150519 -2.194803 0.1 0.3 0.2
H -0.878059 -1.876889 -3.422001 0.0 0.2 0.3
H 1.230779 -2.884393 -2.089138 -0.2 0.2 0.2
O -1.298750 -1.118824 1.104252 -2.9 1.0 2.5
N -2.097227 -0.310809 1.743808 -0.9 -3.0 0.2
C -2.092599 1.038632 1.278748 1.4 1.3 -0.5
C -1.168380 1.252993 0.267181 -4.8 6.0 1.8
C -0.846029 2.584940 0.080137 0.5 2.3 1.5
N 0.295651 3.164251 -0.460029 -1.4 -0.7 0.0
O 1.238881 2.659883 -1.060434 -0.4 0.7 0.4
O 0.279119 4.539212 -0.160896 -1.1 -1.2 0.2
N -0.872593 4.849280 0.630971 -0.3 -2.1 0.1
C -1.496806 3.653561 0.815585 2.5 1.1 -1.1
N -2.495105 3.409002 1.686951 -1.5 -1.5 0.6
C -2.788940 2.124689 1.912514 0.6 0.8 0.0
O -2.795194 -0.721656 2.697097 1.6 1.4 -1.6
H -0.248463 0.334716 0.178725 0.8 -1.9 -1.8
H -3.586475 1.859001 2.607494 0.1 0.5 0.0
```
Positions in Å, forces in eV/Å.

The calculation puts the gap between HOMO and LUMO at 5.30 eV. As for the multiplicity: 1. As for the energy above the lowest of the compared OMol25 structures with the same formula, charge and spin: 304.4 kcal per mole. Its total energy is -1133.99147 hartree. Its HOMO energy is -6.63 eV.


Entry from OMol25: C13H17BeN3O3 as an isolated structure at a distorted geometry (ωB97M-V with the def2-TZVPD basis set).

```
37
Properties=species:S:1:pos:R:3:forces:R:3
C 0.779694 -2.834168 -0.164267 0.5 -1.8 -0.6
C 0.562122 -2.540376 -1.728217 -0.4 -1.4 -0.2
H 1.177375 -1.979000 0.454762 0.2 -1.4 0.0
H 1.579836 -3.588288 -0.133786 -0.1 0.5 0.1
H -0.105645 -3.274247 0.293111 0.0 0.3 0.0
H 1.496143 -2.737351 -2.261475 -0.3 0.2 0.1
H -0.213815 -3.240503 -2.055918 0.1 0.0 0.1
H 0.160831 -1.540426 -2.050577 0.3 -1.2 -0.1
C 0.996208 -0.660999 2.402412 0.2 1.0 -0.1
C 1.174897 0.036417 3.597643 0.0 0.0 0.0
C 1.140771 1.432851 3.570931 -0.1 -0.3 -0.6
C 0.865582 2.058677 2.353518 0.0 -0.2 -0.1
H 1.012210 -1.755580 2.404887 0.1 0.4 -0.1
H 1.353894 -0.527692 4.513670 -0.1 0.3 -0.2
H 1.303865 2.022878 4.471261 0.0 -0.2 -0.2
H 0.834916 3.139204 2.275601 -0.1 -0.2 0.3
N 0.799007 -0.043898 1.225955 -0.7 0.4 0.7
C 0.638118 1.305190 1.188521 0.3 -0.7 0.9
C 0.160097 1.966220 -0.062870 -0.3 0.8 -1.4
N -0.065662 1.202170 -1.144290 0.2 0.0 0.6
C -0.532016 1.706256 -2.277733 0.0 1.0 0.2
C -0.616053 3.904311 -1.315531 0.1 -0.4 -0.4
C -0.854843 3.063834 -2.411136 0.3 -0.3 0.5
H -0.670081 1.014247 -3.105949 0.0 0.1 0.2
H -1.271303 3.412557 -3.350560 0.1 0.1 0.2
C -0.085334 3.360309 -0.148572 0.2 -0.6 0.4
H 0.144902 3.992048 0.708211 -0.2 0.0 -0.4
H -0.818009 4.973420 -1.386049 0.0 -0.3 0.1
Be 0.552535 -1.130458 -0.538899 0.5 4.0 -0.3
C 2.110852 -0.518544 -1.183862 0.1 0.0 0.1
H 2.410913 0.427081 -0.728788 0.2 0.0 -0.1
H 2.039180 -0.373001 -2.268973 0.2 0.1 0.1
H 2.909129 -1.255033 -1.010532 0.2 0.1 -0.1
O -1.793310 -0.816262 -2.265773 -0.4 0.2 1.7
N -1.992646 -0.661008 -1.041301 0.1 -0.6 0.0
O -3.030671 -0.214463 -0.562734 1.6 -0.6 -0.5
O -1.016259 -1.041630 -0.183105 -2.8 0.5 -0.9
```
Positions in Å, forces in eV/Å.

The calculation puts the gap between HOMO and LUMO at 7.72 eV. As for the multiplicity: 1. As for the energy above the lowest of the compared OMol25 structures with the same formula, charge and spin: 0.0 kcal per mole. Its total energy is -910.16437 hartree. Its HOMO energy is -7.93 eV.


Entry from OMol25: the molecule C29H50O2 (ωB97M-V with the def2-TZVPD basis set).

```
81
Properties=species:S:1:pos:R:3:forces:R:3
C 3.540029 -1.784518 -2.159633 -0.3 0.0 -0.1
C 2.071694 -1.987983 -2.436135 0.0 -0.2 -0.1
C 1.134797 -0.992927 -2.179432 -0.2 0.0 0.0
C 1.539815 0.350203 -1.642283 -0.1 0.0 -0.1
C -0.220244 -1.240006 -2.429891 0.4 -0.3 -0.1
C -0.640444 -2.468828 -2.933108 -0.1 0.2 0.0
C 0.301317 -3.453562 -3.224572 0.4 -0.1 0.0
C -0.117369 -4.773618 -3.800817 0.1 0.1 0.0
C 1.648141 -3.206868 -2.972283 -0.4 0.3 0.1
O 2.547110 -4.201783 -3.267599 0.2 0.0 0.0
C -2.103971 -2.733376 -3.164411 -0.1 0.1 0.1
C -2.960965 -1.695915 -2.447047 0.3 0.1 0.0
C -2.399370 -0.288940 -2.669627 -0.7 0.2 -0.3
C -2.364726 0.065816 -4.162995 0.2 -0.1 0.4
C -3.202511 0.785531 -1.915875 0.4 -0.4 0.2
C -3.337521 0.524725 -0.415493 0.0 0.3 -0.2
C -3.788872 1.782835 0.325750 -0.1 -0.5 0.2
C -4.106880 1.552504 1.812634 0.0 0.4 0.1
C -5.267974 2.452261 2.241292 0.1 -0.3 0.0
C -2.912125 1.814158 2.738081 -0.1 -0.4 -0.2
C -1.717774 0.885624 2.526177 0.0 0.3 0.4
C -0.724514 0.987660 3.683166 0.0 -0.4 -0.3
C 0.474943 0.041316 3.547536 0.1 0.1 0.1
C 1.179612 -0.107285 4.896533 -0.1 -0.1 -0.2
C 1.461773 0.454245 2.444263 -0.1 0.1 0.2
C 2.229086 1.747756 2.714289 -0.1 -0.1 -0.3
C 3.106054 2.183514 1.538023 0.0 -0.3 0.2
C 4.244980 1.224779 1.170223 0.1 0.3 -0.1
C 5.235324 1.048321 2.318430 -0.2 -0.1 -0.2
C 4.974059 1.752029 -0.065464 -0.2 -0.2 0.1
O -1.082242 -0.216459 -2.136050 0.0 0.0 0.1
H 3.718794 -0.832283 -1.674784 0.1 0.1 0.0
H 4.117246 -1.799295 -3.086941 0.1 0.0 0.0
H 3.920284 -2.566833 -1.499073 0.1 0.0 0.0
H 0.664355 0.986698 -1.562696 0.1 0.1 0.1
H 1.987121 0.251086 -0.655139 0.1 0.1 0.1
H 2.259188 0.830120 -2.305006 0.1 0.1 0.0
H -0.717547 -4.629919 -4.698018 -0.1 -0.1 -0.1
H 0.761482 -5.358310 -4.052384 -0.1 -0.1 -0.1
H -0.713286 -5.336085 -3.082066 -0.1 -0.1 0.0
H 3.434510 -3.887059 -3.064979 -0.1 -0.1 0.0
H -2.316885 -2.728887 -4.238002 0.0 -0.1 0.0
H -2.357989 -3.728987 -2.793949 0.0 0.0 -0.1
H -2.940676 -1.906113 -1.376769 -0.1 0.0 0.0
H -3.995168 -1.741978 -2.790055 0.0 0.0 0.0
H -2.083398 1.109099 -4.286749 0.0 0.1 0.0
H -1.629558 -0.544545 -4.681021 0.0 -0.1 -0.1
H -3.341357 -0.091472 -4.612878 -0.1 0.0 -0.1
H -2.678400 1.733360 -2.057312 0.0 0.1 -0.1
H -4.189500 0.873965 -2.372856 0.0 0.0 -0.1
H -4.070511 -0.265974 -0.243150 0.0 -0.1 0.1
H -2.374833 0.187080 -0.034919 0.0 -0.1 0.1
H -4.688795 2.155459 -0.170404 0.0 0.1 0.0
H -3.024485 2.556650 0.232273 0.0 0.1 0.0
H -4.419097 0.510291 1.944244 0.0 0.0 0.0
H -5.509113 2.296771 3.290670 -0.1 0.0 0.1
H -6.158009 2.240218 1.652990 -0.1 0.0 -0.1
H -5.005370 3.499094 2.102652 0.0 0.2 0.0
H -3.257194 1.698445 3.769468 0.0 0.1 0.1
H -2.588973 2.851420 2.619377 0.0 0.1 0.0
H -2.070644 -0.145978 2.453291 0.0 -0.1 -0.1
H -1.218510 1.139366 1.591572 0.0 -0.1 -0.1
H -0.377453 2.017987 3.776197 0.0 0.1 0.1
H -1.249592 0.739988 4.609652 0.0 0.1 0.1
H 0.084438 -0.944805 3.265833 0.0 0.0 0.0
H 1.457713 0.864306 5.297114 0.1 0.1 0.1
H 2.077861 -0.712814 4.795379 0.2 -0.1 0.1
H 0.522210 -0.592274 5.615114 0.0 0.0 0.1
H 0.915236 0.555386 1.504802 0.0 0.0 -0.1
H 2.175622 -0.363088 2.319721 0.0 -0.1 -0.1
H 1.519053 2.553630 2.909914 0.0 0.0 0.1
H 2.847893 1.633282 3.603799 0.0 0.1 0.1
H 3.543816 3.156870 1.776594 0.0 0.1 -0.1
H 2.469207 2.319346 0.660059 0.0 0.1 -0.1
H 3.822132 0.244701 0.925278 0.0 0.0 0.0
H 6.073249 0.430584 2.001763 0.1 -0.1 0.0
H 5.623441 2.014071 2.636061 0.1 0.1 0.1
H 4.766253 0.566221 3.171832 0.0 0.0 0.2
H 5.756457 1.061691 -0.374285 0.1 0.0 -0.1
H 4.283440 1.883955 -0.895535 -0.1 0.0 -0.1
H 5.434108 2.714346 0.149642 0.1 0.1 0.0
```
Positions in Å, forces in eV/Å.

Its SMILES is Cc1c(C)c2c(c(C)c1O)CC[C@@](C)(CCC[C@H](C)CCC[C@H](C)CCCC(C)C)O2. The calculation puts the gap between HOMO and LUMO at 8.23 eV. As for the multiplicity: 1. As for the energy above the lowest of the compared OMol25 structures with the same formula, charge and spin: 4.5 kcal per mole. Its total energy is -1285.53904 hartree. Its HOMO energy is -7.53 eV.


Entry from OMol25: a 2-piece molecular cluster, C5H11NO overall at a distorted geometry (ωB97M-V with the def2-TZVPD basis set).

```
18
Properties=species:S:1:pos:R:3:forces:R:3
C 2.060982 1.868621 -1.359138 -1.1 0.8 0.7
C 1.347865 1.539222 -0.219076 1.1 0.7 -3.6
C 0.102910 0.661229 -0.428048 1.9 -1.3 0.0
C -1.174806 1.015038 -0.568431 1.4 2.8 1.1
N 0.509924 -0.687812 -0.632022 1.3 -0.3 0.0
C -0.149217 -1.614359 -1.549540 0.5 -2.7 -0.1
H 1.812212 1.629946 -2.400723 -0.6 -0.7 0.6
H 2.819190 2.671029 -1.463777 0.0 -0.8 1.1
H 1.819794 1.949883 0.663944 -0.9 -0.2 0.6
H -1.880250 0.264529 -0.574133 -1.6 -1.4 -0.4
H -1.489711 2.062450 -0.353362 0.3 -1.0 -0.5
H 1.473485 -0.956768 -0.292458 -1.9 0.7 -0.9
H -0.589300 -1.198378 -2.447951 0.2 1.0 -0.1
H 0.627432 -2.449336 -2.023918 -1.9 2.1 1.7
H -1.049130 -2.156167 -1.090713 1.4 0.4 -0.3
O -2.053406 -1.730899 3.801883 0.7 -2.7 -2.1
H -1.721003 -2.602695 4.105659 -0.2 0.3 -1.1
H -2.091340 -1.371131 4.631915 -0.5 2.4 3.2
```
Positions in Å, forces in eV/Å.

Its SMILES is C=CC(=C)NC.O. The calculation puts the gap between HOMO and LUMO at 8.73 eV. As for the multiplicity: 1. As for the energy above the lowest of the compared OMol25 structures with the same formula, charge and spin: 86.7 kcal per mole. Its total energy is -326.99323 hartree. Its HOMO energy is -7.78 eV.